The following is a quantum chemistry calculation of a molecular structure, C27H20CeCl4F6N5O6S2 at a distorted geometry, from the Open Molecules 2025 dataset.

Summary:
ΔE to the lowest compared entry with this formula, charge and spin   32.44 kJ/mol
E_LUMO   -0.168 Eh
Calculated total energy   -149049.7506 eV
Kohn-Sham gap   7.13 eV
Total charge   +1

Last column: Mulliken charge in e.
Positions of all 71 atoms, in Å:
Ce (0.355, 0.343, -0.732)  0.291
Cl (1.870, 5.038, -3.297)  -0.153
Cl (2.267, 4.291, -6.163)  -0.167
Cl (2.054, 1.623, -7.380)  -0.161
Cl (1.161, -0.921, -6.093)  -0.154
S (-2.056, 0.542, -2.772)  0.616
S (3.039, -0.258, -1.820)  0.779
F (4.016, 2.249, -1.838)  -0.190
F (5.492, 0.663, -1.828)  -0.213
F (-1.793, 3.255, -2.858)  -0.189
F (-1.606, 2.219, -4.741)  -0.252
F (4.356, 1.091, -3.625)  -0.235
F (-3.553, 2.436, -3.809)  -0.233
O (-1.535, 1.074, -1.345)  -0.276
O (3.838, -1.430, -1.485)  -0.727
O (-3.427, 0.069, -2.640)  -0.707
O (1.070, 2.978, -1.526)  -0.564
O (2.485, 0.471, -0.519)  -0.548
O (0.533, -0.812, -3.333)  -0.505
N (0.826, 1.273, -2.835)  1.661
N (-1.831, -0.266, 1.074)  0.809
N (1.240, -1.193, 1.537)  0.448
N (-0.174, 1.969, 1.127)  1.105
N (-0.671, -2.014, -0.718)  0.911
C (-0.531, -4.228, -1.602)  -1.045
C (-2.594, -3.416, -0.711)  -1.060
C (-1.801, 3.293, 2.242)  -1.006
C (-1.873, -4.429, -1.319)  -0.617
C (2.534, -2.808, 3.428)  -0.532
C (0.426, 4.123, 1.971)  -1.044
C (1.790, 3.042, -5.085)  0.617
C (-1.961, -2.223, -0.408)  0.871
C (2.977, -2.761, 2.120)  -1.317
C (-1.623, -0.987, 2.348)  -1.067
C (-2.271, 2.249, -3.578)  0.815
C (0.728, 2.943, 1.329)  -0.270
C (1.431, -2.048, 3.766)  -1.129
C (-1.424, 2.136, 1.584)  1.244
C (0.805, -1.259, 2.809)  0.441
C (-0.440, -0.513, 3.183)  -0.731
C (2.308, -1.946, 1.230)  0.080
C (1.248, 0.518, -5.164)  -0.639
C (1.608, 3.420, -3.798)  -0.301
C (-2.722, -1.097, 0.249)  -1.648
C (4.321, 1.042, -2.290)  0.684
C (0.854, 0.298, -3.769)  0.177
C (1.647, 1.689, -5.714)  0.533
C (-0.870, 4.301, 2.430)  -0.599
C (1.171, 2.566, -2.687)  -0.113
C (0.024, -3.007, -1.294)  -0.048
C (-2.437, 1.050, 1.322)  -2.187
H (1.066, -2.807, -1.523)  0.300
H (3.031, -3.424, 4.166)  0.436
H (-2.816, 3.396, 2.602)  0.547
H (-3.145, 1.011, 2.157)  0.661
H (1.725, 2.761, 0.947)  0.408
H (-3.186, -0.488, -0.522)  0.543
H (-0.654, -0.695, 4.235)  0.568
H (2.671, -1.910, 0.216)  0.207
H (-3.639, -3.542, -0.465)  0.549
H (-1.152, 5.215, 2.935)  0.439
H (1.038, -2.060, 4.773)  0.487
H (-3.005, 1.341, 0.439)  0.530
H (0.075, -4.994, -2.063)  0.533
H (-2.351, -5.369, -1.564)  0.452
H (-2.549, -0.916, 2.932)  0.473
H (3.832, -3.329, 1.780)  0.534
H (1.187, 4.878, 2.100)  0.511
H (-0.284, 0.559, 3.081)  0.205
H (-1.483, -2.042, 2.109)  0.550
H (-3.542, -1.516, 0.844)  0.613